No. 1
Here is C35H44N2O2P3Tl as an isolated structure in a non-equilibrium geometry from OMol25. Energies are from ωB97M-V/def2-TZVPD.

net charge: 0

XYZ file:
```
87
Properties=species:S:1:pos:R:3:forces:R:3:mulliken_charge:R:1
Tl 0.826 0.317 -1.018 -0.3 -0.5 1.2 0.95
P -0.832 -0.424 2.048 0.2 -1.0 -3.0 0.68
P -0.897 2.435 -1.423 -1.1 -0.2 -0.3 0.81
P 0.999 -2.193 -2.113 -1.3 -0.9 0.3 1.19
O 2.398 1.027 -3.560 2.8 0.7 1.2 -0.31
O 1.549 -0.593 -5.771 -1.3 -1.2 -0.7 -0.66
N -1.320 -0.186 -2.875 0.1 -0.1 0.8 0.15
N -0.601 -0.631 0.493 0.6 1.1 1.0 -0.31
C 2.354 1.573 3.660 -0.2 -0.1 -0.2 -0.71
C 0.595 0.004 3.102 0.1 -0.1 0.1 0.03
C 2.635 -2.638 -2.852 0.1 -0.5 -0.1 -1.33
C -3.032 2.703 3.592 0.0 0.0 0.0 -0.64
C 1.240 1.237 2.889 0.0 -0.3 0.3 -0.11
C -2.155 0.769 2.447 0.2 0.2 0.5 0.66
C -1.338 -1.430 -3.472 -0.3 0.2 0.2 0.76
C -1.325 3.616 -0.109 0.1 0.5 0.1 -0.99
C -3.679 0.052 -3.299 0.5 0.8 0.8 -0.91
C -2.454 -3.426 4.346 0.1 0.2 0.0 -0.74
C -4.352 1.604 1.881 0.2 -0.2 0.1 -0.33
C -1.522 -2.011 2.636 -0.2 0.4 0.6 -0.17
C -3.673 -1.085 -4.115 0.8 -0.3 -0.2 -0.49
C -2.010 1.768 3.420 -0.4 -0.1 -0.3 -0.38
C 4.543 2.043 -1.168 0.5 0.2 0.2 -0.18
C 5.016 0.727 1.260 -0.5 -0.5 -0.3 -0.47
C -2.537 1.700 -1.793 -0.1 -0.1 -0.3 -0.70
C 1.119 -0.914 4.027 0.0 0.6 -0.1 -0.54
C -3.336 0.667 1.698 0.0 0.2 0.2 -0.78
C 2.204 -0.542 4.824 -0.1 0.0 -0.2 -0.62
C -2.339 -4.200 2.041 0.1 0.4 0.3 -0.47
C -2.671 -4.416 3.382 0.1 0.1 -0.1 -0.49
C 5.331 2.648 -0.163 -0.4 -0.2 0.1 -0.63
C -0.705 3.495 -2.901 0.2 0.3 0.0 -1.39
C -0.338 -2.395 -3.236 0.9 0.8 -2.6 -1.27
C 4.052 0.751 -0.970 0.3 -0.1 -0.1 0.82
C -1.775 -2.980 1.660 0.0 -0.1 0.3 -0.30
C -4.193 2.626 2.821 0.1 0.0 0.0 -0.52
C 2.814 0.699 4.644 0.0 -0.1 0.0 -0.62
C 0.556 -3.685 -1.112 0.5 -0.3 0.3 -1.51
C -2.472 0.467 -2.698 -1.0 -0.4 -0.7 0.40
C -2.488 -1.797 -4.250 -0.7 0.6 0.2 -1.18
C 5.552 1.999 1.064 -0.1 -0.2 -0.6 -0.49
C -1.883 -2.206 3.980 0.0 -0.5 -0.6 -0.23
C 4.258 0.106 0.256 0.3 -0.1 -0.3 -0.45
H 3.840 -0.901 0.390 0.2 0.5 0.1 0.32
H 5.766 3.636 -0.321 -0.2 -0.2 0.0 0.37
H -4.573 0.646 -3.093 0.2 -0.3 -0.2 0.42
H -0.815 2.895 -3.815 0.0 0.1 0.3 0.32
H 0.816 -0.158 -6.260 0.6 -0.2 0.4 0.30
H -1.948 3.140 0.656 0.1 0.0 -0.1 0.04
H 1.811 0.549 -4.137 -1.0 -1.4 -1.3 0.36
H 2.998 -1.938 -3.623 -0.3 -0.1 0.3 0.22
H -1.845 4.491 -0.521 0.0 -0.1 0.2 0.46
H 2.562 -1.231 5.585 0.1 0.1 -0.1 0.41
H 5.176 0.179 2.193 0.0 0.3 -0.3 0.39
H -3.109 -5.364 3.675 0.0 0.1 0.0 0.38
H -1.529 -2.749 0.619 0.0 0.0 0.5 0.13
H 3.328 1.039 -3.903 -0.9 0.0 -0.5 0.51
H 0.916 -3.596 -0.075 0.0 -0.3 -0.3 0.34
H -0.550 -3.731 -1.119 0.8 0.1 0.0 0.28
H 6.147 2.452 1.859 -0.1 0.0 -0.3 0.41
H 3.661 0.981 5.268 -0.2 -0.1 -0.1 0.38
H 3.467 0.209 -1.769 1.5 0.4 1.7 0.03
H 0.299 3.940 -2.885 -0.2 0.0 -0.1 0.36
H 2.502 0.517 -2.592 -2.2 1.0 -0.3 -0.61
H -3.016 1.418 -0.837 0.3 0.1 -0.4 -0.17
H -2.512 -4.960 1.284 -0.1 0.0 0.2 0.42
H -5.263 1.520 1.292 0.1 0.1 0.2 0.39
H -0.390 3.942 0.365 -0.2 0.1 0.0 0.33
H -2.915 3.493 4.334 -0.1 -0.2 -0.2 0.41
H -4.601 -1.404 -4.599 0.4 0.0 0.0 0.37
H 0.668 -1.901 4.127 0.1 0.3 0.1 0.47
H -3.169 2.467 -2.279 0.1 -0.3 0.3 0.59
H 2.559 -3.628 -3.327 0.2 0.2 0.1 0.49
H -3.442 -0.150 0.979 0.1 0.3 0.1 0.41
H -4.984 3.363 2.950 0.2 -0.2 0.0 0.37
H 0.870 1.924 2.123 0.1 -0.2 0.2 0.44
H -1.710 -1.413 4.717 -0.1 -0.3 -0.2 0.44
H -1.114 1.810 4.040 -0.2 0.0 -0.2 0.40
H -0.183 -3.038 -4.132 -0.3 -0.3 0.9 0.28
H 1.254 -1.557 -5.839 0.7 1.7 0.6 0.32
H 0.947 -4.592 -1.613 -0.2 0.2 0.4 0.54
H -1.460 4.295 -2.899 0.2 -0.2 -0.1 0.43
H -2.426 -2.716 -4.816 -0.2 -0.1 0.0 0.38
H 2.857 2.521 3.484 0.0 -0.1 0.1 0.44
H 4.326 2.596 -2.099 0.2 -0.3 0.5 0.23
H -2.724 -3.589 5.387 0.0 -0.1 -0.2 0.38
H 3.394 -2.693 -2.050 -0.3 0.0 -0.3 0.31
```
Forces are in eV/Å.

No. 2
Here is one molecule with the formula C2H6N2O2S in a non-equilibrium geometry from OMol25. Energies are from ωB97M-V/def2-TZVPD.

structure (SMILES): CS/C(=N\O)NO
net charge: 0

XYZ file:
```
13
Properties=species:S:1:pos:R:3:forces:R:3:mulliken_charge:R:1
S 1.163 0.600 0.657 -0.4 -0.5 -1.0 -0.11
O 0.345 -1.879 -0.911 0.1 -1.3 -1.1 -0.33
O -1.045 2.328 -0.158 0.0 0.2 -0.7 -0.38
N -0.584 1.484 -1.197 0.8 0.8 0.1 -0.23
N -0.264 -0.734 -1.372 -0.6 1.0 0.6 -0.53
C 0.636 -0.786 1.656 0.2 0.4 2.4 -0.78
C 0.016 0.339 -0.727 0.9 -1.1 0.8 0.47
H -0.533 3.127 -0.354 -0.3 -0.1 0.4 0.35
H -0.405 -0.631 1.960 0.1 -0.2 -0.2 0.28
H 0.761 -1.729 1.182 0.1 -0.5 -0.3 0.30
H -0.005 -2.558 -1.544 0.6 0.9 0.9 0.38
H 1.232 -0.788 2.626 -0.5 0.2 -1.3 0.30
H -1.316 1.227 -1.817 -0.9 0.1 -0.5 0.29
```
Forces are in eV/Å.

Asked for energy relative to the best compared isomer or geometry (same formula, charge and spin) across the records above, the calculation gives 145.8; 387.1 kJ/mol in order.
Asked for calculated total energy across the records above, the calculation gives -2816.4307; -737.8556 hartree in order.
Asked for HOMO across the records above, the calculation gives -5.423; -8.577 eV in order.